# 1
15
Properties=species:S:1:pos:R:3 method="wB97M-V/def2-TZVPD" gap_ev="7.90 / 7.90" energy_ha=-304.65810 relative_energy_ev=4.827 e_lumo_ev="0.05 / 0.05" mol_weight_da=96.1
C -2.50 -0.25 0.04
N -1.03 -0.01 0.09
C -0.32 -0.57 -1.03
C 0.88 0.01 -1.20
C 2.35 0.09 0.64
C 1.09 0.78 0.03
N -0.39 0.73 0.85
H -2.84 0.15 -0.92
H -3.05 0.22 0.85
H -2.66 -1.33 0.02
H -0.83 -1.38 -1.54
H 3.20 0.33 -0.02
H 2.24 -1.00 0.56
H 2.62 0.37 1.66
H 1.24 1.87 -0.02



# 2
11
Properties=species:S:1:pos:R:3 method="wB97M-V/def2-TZVPD" gap_ev=8.47 energy_ha=-285.29434 relative_energy_ev=3.272 e_lumo_ev=0.49 mol_weight_da=83.1
N 1.64 -0.18 -0.36
C 0.31 -0.20 -0.05
C -0.50 1.05 0.17
O -1.66 0.59 0.85
C -1.92 -0.63 0.34
C -0.63 -1.18 -0.04
H 2.20 0.60 -0.04
H 2.14 -1.06 -0.39
H -0.10 1.96 0.60
H -0.96 1.28 -0.80
H -0.53 -2.23 -0.28



# 3
20
Properties=species:S:1:pos:R:3 method="wB97M-V/def2-TZVPD" gap_ev=8.52 energy_ha=-779.69106 relative_energy_ev=3.343 total_charge=+1 e_lumo_ev=-4.12 mol_weight_da=147.2
C -0.08 0.78 -0.23
C 0.86 -0.34 -0.17
C -1.89 -0.69 -0.66
C 0.52 2.12 -0.26
C 2.98 -1.05 0.67
N -1.25 0.63 -0.63
N -3.07 -0.25 0.29
O 1.72 -0.36 0.84
S -0.90 -2.06 0.04
H 1.33 -0.90 -1.11
H -2.08 -1.07 -1.67
H 0.89 2.33 0.77
H -0.19 2.81 -0.41
H 1.38 2.13 -1.10
H 3.78 -0.57 -0.07
H 2.77 -2.17 0.42
H 3.27 -0.91 1.70
H -2.82 -0.18 1.31
H -3.81 -0.94 0.25
H -3.40 0.66 0.02



# 4
11
Properties=species:S:1:pos:R:3 method="wB97M-V/def2-TZVPD" gap_ev=8.57 energy_ha=-248.05504 relative_energy_ev=5.986 e_lumo_ev=0.36 mol_weight_da=79.1
C -0.16 -0.48 1.05
C 0.74 -1.31 0.77
C -2.04 0.98 -0.73
C 1.67 -2.18 0.44
C -0.94 0.53 0.97
N -1.59 2.01 -1.27
H -2.80 0.25 -1.05
H 2.30 -2.66 1.13
H 1.87 -2.46 -0.57
H -1.40 1.20 1.55
H -2.06 2.52 -2.11



# 5
86
Properties=species:S:1:pos:R:3 method="wB97M-V/def2-TZVPD" gap_ev=8.65 energy_ha=-39768.94069 relative_energy_ev=0.000 total_charge=+1 e_lumo_ev=-2.50 mol_weight_da=1579.2
C -7.46 -2.55 1.89
C -7.23 -1.71 0.62
C -6.06 -2.17 -0.25
O -5.12 -1.11 -0.54
C -4.33 -0.73 0.41
N -3.36 0.14 0.22
C -2.77 0.26 1.41
N -1.73 1.04 1.68
C -1.06 1.85 0.66
C 0.42 2.04 1.01
C 1.28 2.10 -0.23
Br 3.16 1.91 0.22
N -3.37 -0.53 2.33
N -4.40 -1.18 1.67
H -7.38 -1.95 2.79
H -6.72 -3.35 1.98
H -8.44 -3.01 1.89
H -8.12 -1.73 0.00
H -7.07 -0.66 0.89
H -5.51 -3.01 0.19
H -6.41 -2.49 -1.23
H -1.37 1.05 2.62
H -1.58 2.81 0.60
H -1.16 1.34 -0.29
H 0.56 2.95 1.59
H 0.73 1.19 1.62
H 1.21 3.07 -0.72
H 1.06 1.30 -0.93
H -3.18 -0.68 3.31
H -5.02 -1.84 2.12
Br 7.91 -1.90 -1.90
C 6.02 -1.69 -2.32
C 5.29 -0.97 -1.22
Br 4.98 -2.13 0.32
H 5.63 -2.68 -2.50
H 5.99 -1.10 -3.23
H 4.30 -0.65 -1.55
H 5.84 -0.12 -0.85
Br -4.99 -3.16 -4.04
C -6.47 -2.64 -5.19
C -7.39 -1.67 -4.50
Br -8.46 -2.56 -3.14
H -6.98 -3.55 -5.48
H -6.02 -2.18 -6.07
H -8.09 -1.24 -5.21
H -6.84 -0.88 -3.99
Br 0.45 -0.65 4.30
C 2.18 -1.52 4.08
C 2.07 -3.02 4.21
Br 1.81 -3.57 6.05
H 2.83 -1.09 4.83
H 2.53 -1.24 3.09
H 3.00 -3.48 3.89
H 1.24 -3.42 3.64
Br 5.89 2.18 -3.84
C 7.47 2.84 -2.91
C 7.25 2.92 -1.43
Br 6.07 4.39 -0.95
H 7.70 3.80 -3.35
H 8.27 2.13 -3.14
H 8.19 3.09 -0.91
H 6.79 2.02 -1.03
Br 10.16 4.19 2.45
C 9.07 5.77 2.16
C 9.18 6.26 0.74
Br 10.86 7.16 0.39
H 9.40 6.52 2.88
H 8.05 5.47 2.38
H 8.40 7.00 0.54
H 9.10 5.45 0.03
Br 5.90 2.12 8.33
C 5.21 0.35 7.93
C 5.81 -0.22 6.68
Br 5.10 0.63 5.08
H 4.13 0.45 7.86
H 5.46 -0.27 8.79
H 5.56 -1.28 6.59
H 6.88 -0.09 6.64
Br -9.98 -4.28 -6.48
C -10.75 -2.66 -7.24
C -10.11 -2.28 -8.54
Br -8.34 -1.51 -8.28
H -10.65 -1.89 -6.49
H -11.81 -2.88 -7.39
H -10.69 -1.51 -9.04
H -9.98 -3.13 -9.20



# 6
20
Properties=species:S:1:pos:R:3 method="wB97M-V/def2-TZVPD" gap_ev=8.51 energy_ha=-419.59235 relative_energy_ev=4.477 total_charge=+1 e_lumo_ev=-4.71 mol_weight_da=127.2
C -2.32 -0.07 -0.03
C 1.26 0.21 -0.01
C 2.33 -0.51 0.45
C -0.07 0.00 0.39
C -3.54 0.67 0.20
C 3.69 -0.53 -0.19
N -2.18 -1.33 -0.01
N -1.04 0.66 -0.15
O -1.12 -1.97 -0.08
H 1.40 0.90 -0.88
H 2.31 -1.47 1.07
H -0.32 -0.47 1.31
H -3.80 1.32 -0.61
H -3.41 1.29 1.07
H -4.40 -0.06 0.08
H 4.48 -0.61 0.65
H 3.69 -1.52 -0.67
H 3.84 0.23 -0.89
H -2.95 -1.98 0.07
H -0.93 1.28 -0.94



# 7
15
Properties=species:S:1:pos:R:3 method="wB97M-V/def2-TZVPD" gap_ev="5.77 / 5.76" energy_ha=-1062.11613 relative_energy_ev=4.146 total_charge=+1 e_lumo_ev="-5.56 / -5.57" mol_weight_da=147.2
C -0.20 -0.67 -0.86
C 2.65 0.63 0.24
C -1.54 0.88 0.31
C -0.78 -1.31 0.18
N -0.60 0.70 -0.79
N -1.63 -0.47 0.79
S 1.60 1.73 -0.12
S 3.23 -0.86 0.01
H 0.65 -0.82 -1.56
H -1.02 1.72 1.01
H -2.41 1.42 -0.09
H -0.93 -2.37 0.41
H -1.08 1.10 -1.61
H -2.42 -0.89 1.34
H 4.48 -0.77 0.73



# 8
60
Properties=species:S:1:pos:R:3 method="wB97M-V/def2-TZVPD" gap_ev=8.33 energy_ha=-1175.03844 relative_energy_ev=0.000 e_lumo_ev=0.27 smiles=CC1(C)CCCC(C)(C)N1O.OCCO.OCCO.OCCO mol_weight_da=343.5
C 1.84 -3.35 -1.90
C 2.17 -3.10 -0.43
C 3.63 -3.35 -0.07
C 4.59 -2.29 -0.56
C 4.13 -0.94 -0.06
C 2.68 -0.53 -0.32
N 1.81 -1.70 -0.16
O 0.44 -1.45 -0.32
C 2.28 0.51 0.71
C 2.53 0.08 -1.75
C 1.34 -4.02 0.45
H 0.85 -2.96 -2.17
H 1.95 -4.38 -2.23
H 2.42 -2.66 -2.52
H 3.67 -3.55 1.01
H 3.94 -4.31 -0.48
H 4.69 -2.31 -1.65
H 5.58 -2.49 -0.16
H 4.79 -0.14 -0.41
H 4.21 -0.98 1.04
H 1.32 0.97 0.49
H 2.28 0.23 1.77
H 3.02 1.32 0.71
H 1.80 -0.44 -2.36
H 2.09 1.08 -1.67
H 3.49 0.22 -2.23
H 0.26 -3.95 0.28
H 1.41 -3.75 1.51
H 1.54 -5.06 0.21
H 0.11 -1.27 0.57
C -4.79 -0.77 -2.74
C -5.86 0.24 -2.39
O -5.36 1.56 -2.26
O -5.41 -1.80 -3.52
H -4.34 -1.21 -1.85
H -4.00 -0.28 -3.32
H -6.36 -0.07 -1.46
H -6.64 0.19 -3.15
H -4.67 1.52 -1.58
H -4.87 -2.59 -3.49
C -1.58 1.57 1.10
C -2.05 0.69 -0.01
O -3.44 0.80 -0.26
O -2.23 1.17 2.31
H -1.86 2.62 0.90
H -0.49 1.62 1.21
H -1.78 -0.36 0.16
H -1.44 0.89 -0.89
H -3.83 0.80 0.62
H -2.02 1.85 2.96
C -0.01 5.14 2.85
C -1.12 4.58 3.68
O -0.97 3.18 3.84
O 0.25 4.36 1.69
H 0.88 5.07 3.49
H -0.18 6.19 2.63
H -2.11 4.81 3.26
H -1.07 5.10 4.64
H -0.41 2.85 3.13
H 0.90 4.83 1.16



# 9
102
Properties=species:S:1:pos:R:3 method="wB97M-V/def2-TZVPD" gap_ev=5.99 energy_ha=-2611.74519 relative_energy_ev=0.907 e_lumo_ev=0.20 mol_weight_da=859.9
Cs -0.18 0.59 -1.03
C 1.43 -5.33 -2.63
C 0.70 -4.64 -3.59
C 0.76 -3.26 -3.67
C 1.57 -2.52 -2.79
C 2.29 -3.22 -1.82
C 2.23 -4.61 -1.75
N 1.59 -1.12 -2.84
C 2.18 -0.55 -3.88
C 3.00 -1.29 -4.82
C 3.66 -0.69 -5.84
C 3.58 0.71 -6.06
C 2.82 1.45 -5.21
C 2.11 0.88 -4.13
N 1.28 1.66 -3.33
N 1.25 2.89 -3.62
C 0.35 3.71 -2.90
C 0.65 5.08 -2.96
C -0.21 5.99 -2.38
C -1.36 5.52 -1.77
C -1.58 4.16 -1.75
N -0.76 3.26 -2.30
H 1.39 -6.41 -2.57
H 0.07 -5.18 -4.29
H 0.19 -2.72 -4.41
H 2.91 -2.67 -1.13
H 2.81 -5.13 -1.00
H 3.11 -2.35 -4.68
H 4.27 -1.29 -6.50
H 4.11 1.18 -6.88
H 2.73 2.52 -5.35
H 1.55 5.38 -3.47
H 0.01 7.05 -2.42
H -2.08 6.19 -1.32
H -2.47 3.76 -1.26
C 0.69 0.91 4.71
C 0.44 1.15 3.34
N 1.26 0.80 2.38
C 2.40 0.18 2.72
C 2.75 -0.11 4.05
C 1.85 0.28 5.06
C 4.00 -0.76 4.35
C 4.85 -1.10 3.37
C 4.54 -0.82 1.99
C 5.42 -1.15 0.94
C 5.07 -0.85 -0.34
C 3.83 -0.23 -0.57
N 2.98 0.08 0.38
C 3.33 -0.20 1.65
H -0.03 1.22 5.45
H -0.48 1.65 3.04
H 2.09 0.07 6.09
H 4.24 -0.97 5.39
H 5.79 -1.59 3.60
H 6.36 -1.64 1.17
H 5.71 -1.08 -1.18
H 3.51 -0.01 -1.59
C -4.16 -4.02 -2.02
C -2.71 -4.38 -2.34
N -1.83 -4.40 -1.18
C -1.42 -5.71 -0.69
C -2.47 -6.39 0.17
C -1.37 -3.22 -0.66
C -0.42 -3.31 0.51
N -1.70 -2.05 -1.07
H -4.75 -3.97 -2.93
H -4.24 -3.06 -1.51
H -4.61 -4.78 -1.37
H -2.30 -3.69 -3.09
H -2.67 -5.37 -2.79
H -0.48 -5.60 -0.14
H -1.17 -6.33 -1.56
H -2.71 -5.78 1.04
H -2.13 -7.37 0.51
H -3.40 -6.54 -0.39
H 0.51 -3.78 0.22
H -0.85 -3.87 1.34
H -0.20 -2.30 0.84
H -2.33 -2.10 -1.87
N -4.24 -0.12 0.56
C -3.09 0.07 0.62
H -5.22 -0.28 0.50
C -1.67 5.92 4.67
N -2.04 5.37 3.37
C -1.31 5.94 2.25
C -2.67 4.18 3.24
S -2.45 3.20 1.91
N -3.46 3.81 4.31
C -4.44 4.78 4.80
C -3.99 2.46 4.34
H -0.59 6.06 4.70
H -1.96 5.24 5.46
H -2.14 6.89 4.85
H -1.16 7.00 2.44
H -1.87 5.81 1.33
H -0.34 5.45 2.12
H -4.09 5.80 4.67
H -4.63 4.62 5.86
H -5.38 4.67 4.26
H -3.20 1.74 4.14
H -4.77 2.32 3.59
H -4.40 2.28 5.33



# 10
91
Properties=species:S:1:pos:R:3 method="wB97M-V/def2-TZVPD" gap_ev="5.02 / 4.22" energy_ha=-3063.65502 relative_energy_ev=6.228 total_charge=+2 e_lumo_ev="-7.49 / -8.27" mol_weight_da=888.0 spin_multiplicity=4
Re -0.89 0.72 -3.22
C -1.76 1.06 -4.83
C -1.94 -0.40 -4.56
C -1.61 -1.28 -5.86
C -0.23 -0.94 -6.43
C 0.69 -0.25 -5.45
C 0.74 1.09 -5.09
C 0.06 2.13 -5.96
C -1.44 1.78 -6.05
C 1.27 0.28 -0.66
H -2.32 1.72 -4.14
H -2.96 -0.62 -4.32
H -2.34 -1.20 -6.70
H -1.64 -2.33 -5.55
H 0.25 -1.90 -6.74
H -0.33 -0.36 -7.39
H 1.64 -0.80 -5.44
H 1.74 1.50 -4.85
H 0.47 2.18 -6.97
H 0.18 3.10 -5.47
H -2.08 2.68 -5.89
H -1.71 1.03 -6.80
H 0.59 1.12 -0.44
H 2.16 0.51 -0.05
H 0.79 -0.56 -0.17
P -1.25 -1.54 -2.80
P 1.91 0.07 -2.28
C 0.23 -2.15 -3.40
C 1.40 -1.43 -3.26
C -2.45 -2.69 -2.31
C -2.78 -3.71 -3.21
C -3.72 -4.65 -2.79
C -4.25 -4.56 -1.50
C -3.88 -3.54 -0.61
C -2.99 -2.57 -1.02
C -2.58 0.76 -2.21
C -2.22 2.08 -1.80
C -3.17 3.11 -2.21
C -4.39 2.76 -2.77
C -4.79 1.41 -2.86
C -3.92 0.40 -2.48
C 3.45 -0.83 -1.75
C 3.24 -2.10 -1.18
C 4.32 -2.96 -0.98
C 5.62 -2.47 -1.24
C 5.83 -1.14 -1.64
C 4.73 -0.31 -1.89
C 2.59 1.77 -2.61
C 2.26 2.82 -1.74
C 2.64 4.14 -1.99
C 3.31 4.46 -3.17
C 3.73 3.43 -4.02
C 3.46 2.10 -3.69
H 0.06 -3.11 -3.88
H 2.24 -2.01 -3.68
H -2.33 -3.69 -4.21
H -4.01 -5.44 -3.49
H -4.95 -5.31 -1.18
H -4.27 -3.48 0.41
H -2.68 -1.71 -0.42
H -1.62 2.31 -0.88
H -2.89 4.19 -2.15
H -5.08 3.55 -3.11
H -5.82 1.20 -3.15
H -4.27 -0.64 -2.45
H 2.22 -2.44 -0.95
H 4.15 -4.00 -0.64
H 6.48 -3.14 -1.06
H 6.85 -0.75 -1.76
H 4.89 0.72 -2.19
H 1.74 2.61 -0.81
H 2.40 4.93 -1.24
H 3.50 5.50 -3.43
H 4.26 3.70 -4.93
H 3.92 1.30 -4.28
O -1.86 3.56 3.10
S -1.00 2.43 2.88
O 0.40 2.56 3.19
N -1.18 1.88 1.33
C -1.56 0.58 1.27
O -1.53 -0.18 0.28
C -2.00 0.08 2.62
C -2.40 -1.24 2.89
C -2.64 -1.62 4.21
C -2.41 -0.68 5.23
C -1.90 0.61 4.96
C -1.70 0.97 3.63
H -2.51 -1.86 1.99
H -3.02 -2.63 4.38
H -2.62 -0.99 6.25
H -1.64 1.31 5.75